(1)
Density functional theory data (wB97M-V/def2-TZVPD) for a structure of composition C3H6ClFO at a distorted geometry.

```
12
Properties=species:S:1:pos:R:3:forces:R:3:lowdin_charge:R:1
C -0.53322 -0.28023 -0.15366 2.6 2.0 0.9 -0.5830
C -0.04285 0.91934 -1.01503 0.6 2.3 0.9 -0.1957
C 0.17643 -0.10053 1.23268 -1.4 -0.3 1.3 -0.4502
H 0.19703 -2.36324 -0.03795 -1.4 4.9 -3.3 0.2950
H -1.60268 -0.32050 -0.15725 -0.9 0.5 0.7 0.1316
H 1.28995 1.17503 -0.93615 -4.8 -1.0 -0.6 0.1422
H -0.68418 1.86613 -0.44773 1.8 -2.1 -2.4 0.1654
H -0.11655 -0.98431 1.94977 1.2 1.2 -1.6 0.1084
H -0.21388 0.78498 1.84119 1.0 -0.8 -1.2 0.0927
O -0.06112 -1.35492 -0.79864 2.3 -7.4 1.8 -0.1456
F -0.42271 0.63418 -2.36360 0.4 1.1 1.9 -0.0831
Cl 2.01379 0.02408 0.88637 -1.4 -0.5 1.5 0.5224
```
Forces are in eV/Å.

Frontier orbital gap ... 10.65 eV
E ... -20491.77615 eV
Maximum force ... 7.92 eV/Å
Energy relative to the best compared isomer or geometry (same formula, charge and spin) ... 93.21 kcal/mol


(2)
Density functional theory data (wB97M-V/def2-TZVPD) for an isolated molecule of C3H6ClN at a distorted geometry.

```
11
Properties=species:S:1:pos:R:3:forces:R:3:lowdin_charge:R:1
C -0.85861 0.35162 -0.24516 1.2 -0.3 1.1 -0.6628
C 0.43769 0.83389 0.52732 -0.6 0.5 -1.1 -0.2390
C -0.10820 -1.01802 -0.36131 -0.3 0.2 0.3 -0.2256
H -1.82082 0.42832 0.27533 0.4 -0.3 -0.2 0.0881
H 0.30409 0.93503 1.59940 -0.1 0.0 0.2 0.0992
H 0.81424 1.77895 0.07441 0.0 -0.6 0.6 0.0932
H 1.68996 -0.89224 0.82130 -0.9 0.8 -1.0 0.1166
H -0.11145 -1.48872 -1.34841 0.2 0.3 0.0 0.0945
H -0.49025 -1.76084 0.34542 -0.1 0.1 0.1 0.1021
N 1.15761 -0.36938 0.08228 0.3 -1.0 0.6 -0.0711
Cl -1.01426 1.20140 -1.77057 -0.2 0.2 -0.6 0.6048
```
Forces are in eV/Å.

Frontier orbital gap ... 10.14 eV
E ... -17219.69610 eV
Maximum force ... 1.64 eV/Å
Energy relative to the best compared isomer or geometry (same formula, charge and spin) ... 9.12 kcal/mol
SMILES ... ClC1CNC1


(3)
Density functional theory data (wB97M-V/def2-TZVPD) for a cluster of 2 separate species, C3H6ClN in total at a distorted geometry.

```
11
Properties=species:S:1:pos:R:3:forces:R:3:lowdin_charge:R:1
C -2.23604 0.27556 0.15784 -0.6 -0.3 -0.6 -0.0399
C 1.33018 -0.46495 -0.03274 -3.3 1.5 5.4 -0.1363
C 0.06131 0.33000 -0.43289 3.7 3.9 -0.3 -0.8547
N -0.98701 0.26866 0.38353 -2.5 0.1 1.5 -0.1011
Cl -0.03646 0.28655 -2.21049 -0.7 -0.4 -0.6 0.5496
H -2.94666 0.48454 1.02560 1.0 -0.6 -1.2 0.0916
H -2.67983 0.07888 -0.88181 0.6 0.5 1.3 0.0864
H 1.48830 -0.34008 1.15194 -0.4 0.4 -2.4 0.1261
H 1.11774 -1.48747 0.03202 -0.1 -1.8 -1.1 0.0494
H 2.18135 -0.13115 -0.45913 2.5 0.6 -1.8 0.0162
H 0.33829 1.98832 -0.26466 -0.2 -3.9 -0.2 0.2127
```
Forces are in eV/Å.

Frontier orbital gap ... 9.02 eV
E ... -17217.12856 eV
Maximum force ... 6.53 eV/Å
Energy relative to the best compared isomer or geometry (same formula, charge and spin) ... 68.33 kcal/mol


(4)
Density functional theory data (wB97M-V/def2-TZVPD) for an isolated molecule of C3H6ClN at a distorted geometry.

```
11
Properties=species:S:1:pos:R:3:forces:R:3:lowdin_charge:R:1
C -0.98321 -0.26080 0.80976 1.2 4.9 1.2 -0.0005
C 0.57152 0.54315 0.90200 0.1 0.1 0.6 -0.3762
C 1.15154 0.06578 -0.42401 3.0 2.8 1.0 -0.1148
N 1.37022 1.34914 1.61415 -3.3 -2.3 -1.8 -0.3854
Cl 0.65904 2.03147 3.06265 0.0 -0.4 -0.3 0.4644
H -1.79099 0.05477 1.52709 0.8 0.6 -0.9 0.0665
H -0.83791 -1.22704 1.15176 0.8 -2.2 -0.4 0.0253
H -1.15620 0.01965 -0.25863 -0.5 -1.1 1.2 0.0673
H 1.21380 -1.00884 -0.43187 -0.3 -0.3 -0.6 0.0722
H 2.21185 0.54287 -0.50595 -1.5 -1.2 0.2 0.1056
H 0.62327 0.60054 -1.21729 -0.3 -0.8 -0.2 0.0755
```
Forces are in eV/Å.

Frontier orbital gap ... 10.81 eV
E ... -17218.06494 eV
Maximum force ... 5.14 eV/Å
Energy relative to the best compared isomer or geometry (same formula, charge and spin) ... 46.74 kcal/mol
SMILES ... CC(C)=NCl